The following is a quantum chemistry calculation of a cluster of 2 separate species, C5H13NS in total, from OMol25.

```
20
Properties=species:S:1:pos:R:3:lowdin_charge:R:1
C 2.762 0.086 -0.321 -0.194
C 1.730 0.073 -1.439 -0.655
S 0.526 -1.279 -1.302 0.600
H 3.221 -0.894 -0.154 0.064
H 2.295 0.386 0.617 0.044
H 3.556 0.818 -0.517 0.068
H 2.203 -0.041 -2.421 0.050
H 1.220 1.033 -1.456 0.057
C -0.339 0.562 2.231 -0.103
C -1.454 1.382 1.626 -0.161
C -2.142 0.981 0.553 -0.194
N -1.997 -0.322 -0.016 -0.036
H -0.696 -0.032 3.068 0.073
H 0.118 -0.117 1.503 0.038
H 0.454 1.227 2.592 0.076
H -1.718 2.320 2.090 0.089
H -2.866 1.620 0.058 0.105
H -1.812 -1.028 0.689 0.096
H -2.839 -0.576 -0.518 0.106
H -0.546 -0.535 -0.585 -0.123
```

The orbital gap is 8.85 eV. As for the energy relative to the best compared isomer or geometry (same formula, charge and spin): 1.210 eV. Its HOMO energy is -8.12 eV. The LUMO energy is 0.7 eV. The structure (SMILES) is C/C=C\N.CCS.

The following is a quantum chemistry calculation of an isolated molecule of C5H13NS, from OMol25.

```
20
Properties=species:S:1:pos:R:3:lowdin_charge:R:1
C -1.484 0.764 0.234 -0.305
N -0.083 0.525 0.559 -0.064
C 0.630 -0.139 -0.552 -0.473
C 2.116 -0.082 -0.288 -0.537
S 3.097 -0.223 -1.824 0.700
C 0.216 -1.626 -0.735 -0.063
C -2.277 0.933 1.544 -0.097
H -2.000 -0.033 -0.324 0.103
H -1.524 1.674 -0.377 0.111
H 0.010 -0.005 1.416 0.108
H 0.366 0.390 -1.469 0.123
H 2.446 -0.973 0.268 0.062
H 2.526 0.729 0.293 0.068
H 3.103 1.074 -2.112 -0.158
H 0.930 -2.250 -0.204 0.064
H 0.063 -1.909 -1.777 0.076
H -0.706 -1.867 -0.168 0.075
H -1.679 1.512 2.265 0.076
H -2.594 -0.030 1.931 0.066
H -3.157 1.536 1.320 0.065
```

The orbital gap is 9.87 eV. As for the energy relative to the best compared isomer or geometry (same formula, charge and spin): 0.564 eV. Its HOMO energy is -8.84 eV. The LUMO energy is 1.0 eV. The structure (SMILES) is CCN[C@H](C)CS.

The following is a quantum chemistry calculation of an isolated molecule of C5H13NS2, from OMol25.

```
21
Properties=species:S:1:pos:R:3:lowdin_charge:R:1
S 3.172 2.642 -2.382 0.318
S 1.479 1.477 -2.740 0.451
C 0.404 1.667 -1.326 -0.618
C 1.020 1.121 -0.076 -0.293
C 0.702 -0.381 0.038 -0.242
N -0.769 -0.568 0.328 -0.069
C -0.924 -1.810 1.116 -0.319
C -2.331 -1.969 1.718 -0.126
H 3.030 3.956 -2.335 -0.216
H 0.216 2.722 -1.210 0.055
H -0.702 1.340 -1.513 0.116
H 2.116 1.108 -0.168 0.074
H 0.652 1.718 0.821 0.137
H 1.227 -0.995 0.781 0.101
H 0.985 -0.967 -0.876 0.119
H -1.261 -0.418 -0.534 0.082
H -0.769 -2.833 0.641 0.117
H -0.184 -1.800 1.928 0.101
H -3.162 -1.906 1.024 0.055
H -2.528 -1.151 2.409 0.054
H -2.373 -2.954 2.356 0.104
```

The orbital gap is 9.11 eV. As for the energy relative to the best compared isomer or geometry (same formula, charge and spin): 1.574 eV. Its HOMO energy is -8.78 eV. The LUMO energy is 0.3 eV. The structure (SMILES) is CCNCCCSS.

The following is a quantum chemistry calculation of the ion C5H13NS2 with charge +1, from OMol25.

```
21
Properties=species:S:1:pos:R:3:lowdin_spin:R:1
S -0.032 -2.389 1.216 0.023
S 0.815 -1.995 -0.606 0.119
C 1.818 -0.575 -0.234 0.019
C 1.042 0.666 0.146 0.049
C -0.105 0.893 -0.856 0.061
N -0.606 2.226 -0.739 0.554
C -1.699 2.504 0.145 0.070
C -2.160 3.969 0.011 0.002
H 0.474 -3.634 1.263 0.003
H 2.480 -0.897 0.585 0.010
H 2.472 -0.426 -1.078 0.000
H 0.609 0.521 1.130 0.000
H 1.726 1.500 0.182 0.000
H -0.944 0.189 -0.663 0.028
H 0.220 0.713 -1.883 0.002
H -0.702 2.724 -1.632 0.013
H -2.550 1.869 -0.096 0.033
H -1.405 2.282 1.166 0.015
H -2.904 4.057 -0.782 0.000
H -1.281 4.614 -0.144 0.000
H -2.707 4.268 0.909 0.000
```

The orbital gap (spin up / spin down) is 9.82 / 4.32 eV. As for the spin multiplicity: 2. As for the total charge: +1. As for the energy relative to the best compared isomer or geometry (same formula, charge and spin): 0.096 eV. Its HOMO energy (spin up / spin down) is -12.52 / -12.11 eV. The LUMO energy (spin up / spin down) is -2.7 / -7.8 eV.

The following is a quantum chemistry calculation of a cluster of 2 separate species, C5H13NSi in total, from OMol25.

```
20
Properties=species:S:1:pos:R:3:lowdin_charge:R:1
C 1.089 1.414 -0.717 -0.259
C 0.726 2.727 -0.009 -0.061
C 2.209 -1.524 0.159 0.025
C -1.888 0.114 1.237 -0.212
C -1.466 -2.060 -0.879 -0.180
N 0.347 0.349 -1.079 -0.126
Si -0.687 -0.484 -0.043 0.673
H 2.013 1.358 -1.287 0.085
H 1.001 3.470 -0.571 -0.004
H 1.216 2.825 1.022 0.108
H -0.344 2.754 0.157 0.064
H 2.189 -1.340 1.262 -0.013
H 2.851 -2.274 -0.066 -0.072
H 2.381 -0.708 -0.443 -0.095
H -1.771 0.912 1.965 0.030
H -2.769 0.332 0.647 0.021
H -2.193 -0.848 1.642 0.018
H -0.839 -2.543 -1.547 -0.003
H -1.712 -2.696 -0.080 -0.003
H -2.355 -1.778 -1.370 0.002
```

The orbital gap (spin up / spin down) is 6.64 / 8.34 eV. As for the energy relative to the best compared isomer or geometry (same formula, charge and spin): 5.139 eV. Its HOMO energy (spin up / spin down) is -6.29 / -8.01 eV. The LUMO energy (spin up / spin down) is 0.3 / 0.3 eV.

The following is a quantum chemistry calculation of a cluster of 2 separate species, C5H13NSi in total, from OMol25.

```
20
Properties=species:S:1:pos:R:3:lowdin_spin:R:1
C 0.150 2.198 1.916 0.109
C 0.783 2.690 0.719 0.086
C -1.074 -0.135 -1.727 0.110
C -0.666 -1.433 1.243 0.088
C 1.375 -1.909 -1.163 0.097
N 1.112 1.410 1.290 0.799
Si 0.048 -0.812 -0.383 0.519
H 0.218 2.818 2.827 0.036
H -0.887 1.834 2.104 0.029
H 0.304 2.668 -0.252 0.022
H 1.428 3.493 0.774 0.019
H -0.785 0.892 -2.040 0.013
H -1.003 -0.789 -2.631 0.012
H -2.245 -0.216 -1.530 0.006
H -1.535 -0.985 1.670 0.000
H -0.810 -2.461 1.227 0.013
H 0.276 -1.200 1.932 0.010
H 2.207 -1.215 -1.481 0.014
H 1.823 -2.635 -0.463 0.001
H 0.960 -2.463 -2.103 0.017
```

The orbital gap (spin up / spin down) is 6.60 / 9.54 eV. As for the spin multiplicity: 3. As for the energy relative to the best compared isomer or geometry (same formula, charge and spin): 1.046 eV. Its HOMO energy (spin up / spin down) is -5.54 / -10.33 eV. The LUMO energy (spin up / spin down) is 1.1 / -0.8 eV.